Record 1
DFT (ωB97M-V/def2-TZVPD) results for a cluster of 12 separate species, C38H98N2O22 in total.

Values from the calculation:
SMILES	CC1(C)CCCC(C)(C)N1O.CC1(C)CCCC(C)(C)N1O.OCCO.OCCO.OCCO.OCCO.OCCO.OCCO.OCCO.OCCO.OCCO.OCCO
HOMO level	-8.82	eV
ΔE to the lowest compared entry with this formula, charge and spin	0.0000	eV
electronic energy	-3271.1975	Ha

ORCA input file:
```
! RIJCOSX wB97M-V def2-TZVPD def2/J DEFGRID3
* xyz 0 1
C 1.31532 -1.14172 -5.69609
C 0.95608 0.35776 -5.36958
C 2.33094 0.95699 -5.01304
C 0.40537 0.97135 -6.64573
C -1.11503 0.67670 -6.83845
C -1.87400 1.13648 -5.61743
C -1.50825 0.38264 -4.33221
C -2.15318 1.00551 -3.10242
C -1.98410 -1.06404 -4.39021
N 0.04878 0.52891 -4.20643
O 0.51282 -0.23147 -3.10783
H 2.16192 -1.11534 -6.43785
H 1.59712 -1.67955 -4.81974
H 0.50538 -1.62303 -6.15723
H 2.83549 0.50888 -4.08432
H 2.98755 0.76540 -5.88012
H 2.29829 2.08995 -4.85825
H 0.51414 2.06487 -6.49152
H 1.06047 0.71629 -7.45834
H -1.61371 1.26656 -7.66046
H -1.26335 -0.32859 -7.24668
H -3.00389 1.05440 -5.79026
H -1.79248 2.21154 -5.45358
H -1.54903 1.82947 -2.73559
H -2.45344 0.35409 -2.31382
H -3.12318 1.52871 -3.41883
H -1.77221 -1.63007 -5.32215
H -3.08124 -1.11427 -4.41569
H -1.76650 -1.71954 -3.53115
H 0.30967 -1.15140 -3.28416
C 3.39993 -3.23895 2.08096
C 1.88627 -3.68401 1.75578
C 1.43270 -3.34740 0.35117
C 1.75438 -5.19539 1.87714
C 1.70050 -5.76071 3.27180
C 0.55423 -5.05839 3.96379
C 0.72403 -3.54382 4.07738
C -0.57972 -2.93651 4.70738
C 1.94191 -3.10069 4.85628
N 0.83851 -3.12196 2.64045
O 0.94862 -1.70937 2.52262
H 4.04271 -3.43470 1.23879
H 3.42280 -2.14972 2.20444
H 3.79890 -3.81005 2.95230
H 1.95518 -3.86608 -0.45845
H 0.43933 -3.74709 0.24885
H 1.45713 -2.34349 0.01759
H 0.84219 -5.51916 1.27792
H 2.50640 -5.74139 1.31323
H 1.35533 -6.77990 3.21194
H 2.62184 -5.64448 3.77607
H 0.29871 -5.32924 5.00240
H -0.36588 -5.21689 3.36227
H -0.67543 -1.87797 4.78292
H -0.67521 -3.33862 5.80533
H -1.38836 -3.33052 4.01789
H 1.79512 -3.30957 5.88492
H 1.99908 -2.02446 4.85997
H 2.88066 -3.56381 4.58407
H 0.04182 -1.46063 2.23443
O -0.21130 1.93790 0.71378
C 0.21051 0.68080 0.13737
C -0.95707 -0.19165 0.05489
O -1.44983 -0.52467 1.37974
H -0.12724 1.96515 1.71372
H 0.59813 0.86803 -0.86496
H 0.95018 0.11493 0.74871
H -0.59137 -1.12096 -0.40889
H -1.74850 0.27199 -0.54130
H -1.55440 0.30522 1.77232
O -2.91892 -2.82692 1.45565
C -2.53454 -4.09148 0.87437
C -2.86276 -4.25334 -0.63194
O -2.19989 -3.21894 -1.35178
H -2.27702 -2.07121 1.20615
H -1.47337 -4.36240 1.01093
H -3.07880 -4.84071 1.46360
H -3.90281 -4.08558 -0.81187
H -2.44277 -5.19162 -0.84708
H -2.52036 -2.38580 -1.00297
O -5.74551 -3.14753 0.34432
C -5.93116 -1.74939 0.17795
C -5.22356 -1.10804 -1.10016
O -3.77846 -0.96240 -1.13179
H -5.01355 -3.23690 0.95966
H -6.97729 -1.48018 -0.03528
H -5.70585 -1.26037 1.18505
H -5.73144 -0.12753 -1.27143
H -5.53910 -1.77067 -1.89397
H -3.51512 -0.52617 -0.26467
O 0.92685 4.12446 -0.55713
C 0.43992 4.77106 -1.74747
C 0.87342 3.90012 -2.92424
O 0.36799 2.66026 -2.85540
H 0.42539 3.30550 -0.42722
H -0.68996 4.90197 -1.76616
H 0.95337 5.77973 -1.78872
H 1.98778 3.79229 -3.03431
H 0.64521 4.46321 -3.83904
H 0.29490 2.14549 -3.69507
O -0.61955 8.15440 2.49436
C -0.13061 7.04569 3.22427
C 0.71043 6.21403 2.30359
O -0.14346 5.84835 1.23865
H -0.98384 7.81416 1.67418
H 0.43326 7.45357 4.07169
H -0.95634 6.49271 3.68465
H 1.00273 5.27718 2.79612
H 1.56545 6.86008 1.92813
H 0.19683 5.05022 0.82230
O 3.74067 3.05889 0.43141
C 3.93103 2.31976 -0.80845
C 4.49937 0.99993 -0.42769
O 3.62948 -0.07121 0.03012
H 3.18106 3.83131 0.23184
H 2.97728 2.28538 -1.36953
H 4.60478 2.95130 -1.43449
H 5.27238 1.20477 0.33452
H 5.01161 0.47356 -1.21938
H 3.29254 0.17630 0.92201
O -3.01852 1.89967 1.12866
C -4.02881 2.93919 1.15503
C -3.44150 4.27427 1.51176
O -2.59308 4.62516 0.43412
H -2.31918 2.19411 0.46547
H -4.55602 2.89888 0.14965
H -4.68418 2.56248 1.95258
H -2.81558 4.12377 2.41592
H -4.14485 5.04960 1.81534
H -1.81271 5.15832 0.73269
O 2.65091 0.42671 2.75759
C 3.29595 0.65016 4.01430
C 4.03630 1.99254 3.79795
O 3.22678 3.07534 3.50800
H 2.16087 -0.38534 2.86446
H 2.46260 0.75612 4.73646
H 3.93973 -0.19362 4.25268
H 4.86744 1.82986 3.10630
H 4.58798 2.15072 4.66998
H 3.13497 3.12539 2.53921
O 0.45229 2.37050 3.33234
C -0.25860 1.84412 4.43960
C 0.06088 2.70068 5.63766
O 1.46222 2.87104 5.68289
H 1.39192 2.06424 3.32850
H -1.30115 1.86321 4.20931
H 0.01917 0.77328 4.56077
H -0.26604 2.29626 6.55987
H -0.49856 3.65659 5.50227
H 1.80680 3.14697 4.84771
O 0.19222 -2.95197 -2.60294
C 0.84046 -4.21798 -2.89517
C 0.34880 -4.59222 -4.27934
O -1.07075 -4.74125 -4.31423
H -0.49083 -3.08142 -1.95843
H 1.91794 -4.12571 -2.76525
H 0.45151 -4.93191 -2.12010
H 0.79748 -5.53958 -4.57676
H 0.68245 -3.76086 -4.97708
H -1.41363 -4.11386 -3.69593
*
```

Record 2
DFT (ωB97M-V/def2-TZVPD) results for the molecule C4H5N.

Values from the calculation:
HOMO level	-9.36	eV
ΔE to the lowest compared entry with this formula, charge and spin	3.7173	eV
electronic energy	-210.0271	Ha

ORCA input file:
```
! RIJCOSX wB97M-V def2-TZVPD def2/J DEFGRID3
* xyz 0 1
N 2.97411 -0.12421 -0.28979
C 1.94762 0.21635 0.15657
C 0.76928 0.60386 0.82015
C -0.89148 -0.71733 0.01034
C -0.40012 0.77467 -0.04649
H -0.09071 -1.42797 0.24113
H -1.66402 -0.83386 0.76841
H -1.28044 -0.98394 -0.97279
H -1.15878 1.42350 0.39516
H -0.20545 1.06893 -1.08270
*
```

Record 3
DFT (ωB97M-V/def2-TZVPD) results for a cluster of 4 separate species, H8O4 in total.

Values from the calculation:
SMILES	O.O.O.O
HOMO level	-10.58	eV
ΔE to the lowest compared entry with this formula, charge and spin	0.8520	eV
electronic energy	-305.7479	Ha

ORCA input file:
```
! RIJCOSX wB97M-V def2-TZVPD def2/J DEFGRID3
* xyz 0 1
O -8.48903 7.86579 -12.22926
H -9.26581 8.10649 -11.71324
H -7.92811 8.65095 -12.22330
O -9.40852 7.14986 -14.97989
H -9.53748 7.78263 -14.25938
H -10.04297 7.39776 -15.66221
O -11.56690 9.66714 -13.45067
H -12.52977 9.68190 -13.40608
H -11.29732 9.20341 -12.65157
O -9.86561 4.62201 -13.54982
H -9.75855 5.44337 -14.06354
H -9.03525 4.15195 -13.66875
*
```

Record 4
DFT (ωB97M-V/def2-TZVPD) results for a structure of composition C5H9NS.

Values from the calculation:
HOMO level	-8.45	eV
ΔE to the lowest compared entry with this formula, charge and spin	2.9796	eV
electronic energy	-648.7437	Ha

ORCA input file:
```
! RIJCOSX wB97M-V def2-TZVPD def2/J DEFGRID3
* xyz 0 1
C 1.03034 -0.20401 -0.56072
C 0.35567 1.10819 0.09102
C -1.00859 1.09434 -0.52775
C 0.01546 -0.86926 0.45481
C 0.22715 0.32122 1.42482
H 2.58727 -1.48311 -0.18441
H 2.93890 0.48435 0.21338
H 0.72631 -0.27860 -1.61488
H 0.72795 2.21966 0.08895
H -0.83392 1.39473 -1.53577
H -1.68657 1.85177 -0.07193
H 0.15971 -1.85356 1.07403
H 1.18222 0.22973 1.84445
H -0.55163 0.66047 2.07760
N 2.46150 -0.30309 -0.53394
S -1.63756 -0.61292 -0.21543
*
```